13
Properties=species:S:1:pos:R:3 method="wB97M-V/def2-TZVPD" total_charge=0 gap_ev=10.03 spin_multiplicity=1 relative_energy_ev=1.632 lumo_energy_ev=0.820
H -3.009 -1.503 -0.472
C -2.699 -0.763 0.283
C 2.007 1.118 -0.006
H 0.401 2.294 -0.614
O 1.164 2.207 -0.075
C 1.728 -0.077 -0.472
H 2.321 -0.900 -0.354
F -2.312 0.979 -1.287
H -2.628 -1.064 1.295
F -1.908 1.297 0.909
H 3.005 1.154 0.426
C -2.225 0.413 -0.084
F 0.556 -0.460 -1.008